Density functional theory data (the ωB97M-V functional and the def2-TZVPD basis) for 20 unconnected molecules or ions with the total composition H39O20 at a distorted geometry.

```
59
Properties=species:S:1:pos:R:3:lowdin_charge:R:1
O 2.70 -2.57 2.63 -0.0202
H -1.05 -0.78 1.23 0.0061
O 3.94 2.06 1.03 -0.0756
H 3.32 1.77 0.35 0.0251
H 3.90 1.20 1.50 -0.0064
O -1.10 -2.79 4.98 -0.1053
H -0.68 -1.92 4.97 0.0257
H -1.47 -2.73 4.08 -0.0049
O 1.56 4.47 -1.05 -0.0483
H 1.66 4.83 -1.93 0.0209
H -2.20 3.88 0.35 0.0345
O -2.30 4.49 -0.39 -0.0551
H 3.21 -3.20 3.11 0.0286
H -3.21 4.65 -0.63 0.0277
O -3.81 -2.04 1.44 -0.0657
H 1.76 -2.74 2.55 0.0248
H 0.69 4.05 -1.10 0.0305
O 0.99 2.88 -4.70 -0.0467
H 1.31 2.95 -3.80 0.0124
H 0.47 2.12 -4.92 0.0145
O -2.27 -0.32 -5.28 -0.0589
H -4.24 -2.73 1.96 0.0381
H 4.42 0.57 2.97 0.0258
O 0.94 0.87 -2.27 -0.0488
H 0.66 0.45 -3.08 0.0097
H 0.80 0.50 -1.40 0.0233
O 2.26 4.14 2.81 -0.0707
H 2.37 3.57 2.03 -0.0015
H 1.78 4.84 2.36 0.0272
O -1.80 -2.08 -2.25 -0.0697
H 2.37 -1.03 -2.31 0.0403
H -0.93 -2.05 -2.68 -0.0079
O -0.15 -1.07 1.37 -0.2867
H 0.24 -1.63 -0.47 0.0129
H -2.90 -2.39 1.36 0.0124
O 2.61 -0.77 -3.20 -0.0601
H 3.26 -0.11 -3.43 0.0671
H -1.80 0.29 -4.71 0.0133
O 4.55 -0.36 2.76 -0.0656
H -2.18 -1.15 -4.78 0.0204
H 3.78 -0.78 3.17 0.0167
O 1.57 0.68 1.48 -0.1189
H 1.34 1.56 1.20 -0.0065
H 0.74 0.13 1.18 -0.0156
O -1.12 -2.97 2.18 -0.2518
H -0.19 -2.31 1.81 0.0518
H -0.98 -3.91 2.13 0.0033
O 0.70 -2.04 -1.23 -0.0623
H -1.50 -1.90 -1.35 0.0026
H 1.37 -2.63 -0.89 0.0626
O -4.24 -0.28 3.59 -0.0463
H -4.77 -1.07 3.54 0.0174
H -3.66 -0.34 4.34 0.0327
O 0.62 -1.94 -4.50 -0.0641
H 1.24 -1.32 -4.08 -0.0217
H 0.41 -1.88 -5.43 0.0295
O -4.84 0.57 0.46 -0.0687
H -5.58 0.44 -0.11 0.0155
H -4.55 -0.12 1.06 -0.0193
```

Properties
Total charge ... -1
Lowest unoccupied orbital energy ... 2.201 eV
Energy relative to the best compared isomer or geometry (same formula, charge and spin) ... 4.8945 eV